Below is the molecule C27H29N5O, with properties calculated with the ωB97M-V functional and the def2-TZVPD basis.

As for the charge: 0. As for the SMILES: Cc1cccc([C@@H]2c3[nH]c4ccccc4c3CCN2C(=O)c2cc(CC(C)C)nc(C)n2)n1. As for the energy above the lowest of the compared OMol25 structures with the same formula, charge and spin: 0.0000 eV.

Last column: Mulliken charge in e.
Atoms and positions in Å:
C (-1.40, -3.44, -1.19)  -1.556
C (-0.98, -2.35, -0.26)  0.468
C (-1.37, -2.34, 1.08)  -0.460
C (-0.95, -1.29, 1.88)  -1.047
C (-0.18, -0.28, 1.33)  -0.320
C (0.14, -0.37, -0.02)  -0.117
C (1.01, 0.67, -0.69)  1.509
C (2.42, 0.25, -0.40)  -0.332
N (2.97, -0.92, -0.86)  -0.075
C (4.23, -1.03, -0.35)  -0.390
C (5.18, -2.03, -0.51)  -0.923
C (6.39, -1.87, 0.12)  -0.464
C (6.66, -0.74, 0.91)  -0.655
C (5.72, 0.25, 1.08)  -0.485
C (4.49, 0.12, 0.45)  0.560
C (3.31, 0.91, 0.40)  -0.203
C (2.96, 2.24, 0.98)  -0.520
C (1.93, 2.88, 0.04)  -1.115
N (0.78, 2.01, -0.19)  -0.054
C (-0.45, 2.54, -0.04)  0.248
O (-0.66, 3.64, 0.43)  -0.673
C (-1.61, 1.68, -0.48)  1.304
C (-2.72, 1.54, 0.35)  -1.462
C (-3.77, 0.77, -0.14)  1.399
C (-5.00, 0.52, 0.68)  -1.443
C (-4.84, -0.75, 1.53)  1.396
C (-5.94, -0.81, 2.59)  -1.768
C (-4.88, -1.99, 0.65)  -1.271
N (-3.70, 0.21, -1.34)  -0.482
C (-2.62, 0.42, -2.07)  0.412
C (-2.55, -0.22, -3.41)  -1.289
N (-1.58, 1.15, -1.69)  -0.433
N (-0.23, -1.38, -0.78)  -0.189
H (-1.32, -4.41, -0.70)  0.475
H (-0.79, -3.43, -2.08)  0.343
H (-2.44, -3.30, -1.48)  0.249
H (-1.98, -3.13, 1.47)  0.498
H (-1.22, -1.26, 2.93)  0.488
H (0.16, 0.55, 1.93)  0.530
H (0.81, 0.62, -1.77)  0.289
H (2.48, -1.59, -1.42)  0.263
H (4.97, -2.90, -1.12)  0.411
H (7.16, -2.63, 0.01)  0.381
H (7.63, -0.66, 1.39)  0.400
H (5.94, 1.12, 1.69)  0.458
H (2.53, 2.13, 1.98)  0.259
H (3.83, 2.88, 1.06)  0.459
H (2.41, 3.08, -0.92)  0.356
H (1.54, 3.81, 0.45)  0.480
H (-2.75, 2.01, 1.32)  0.463
H (-5.18, 1.38, 1.33)  0.419
H (-5.85, 0.39, 0.01)  0.408
H (-3.87, -0.70, 2.04)  -0.197
H (-5.84, -1.71, 3.19)  0.426
H (-5.88, 0.05, 3.26)  0.415
H (-6.92, -0.82, 2.12)  0.363
H (-4.14, -1.91, -0.14)  0.059
H (-5.86, -2.10, 0.20)  0.432
H (-4.68, -2.89, 1.24)  0.359
H (-2.29, 0.52, -4.16)  0.375
H (-1.76, -0.97, -3.40)  0.210
H (-3.50, -0.68, -3.65)  0.359

---

Below is a structure of composition C16H25N5O6Tl, with properties calculated with the ωB97M-V functional and the def2-TZVPD basis.

As for the charge: +1. Its electronic energy is -1521.79217 hartree.

Last column: Mulliken charge in e.
Atoms and positions in Å:
O (3.34, 3.75, -3.22)  -0.517
H (3.35, 4.71, -3.39)  0.301
Tl (0.69, 0.83, -0.14)  1.326
N (1.53, -0.79, 1.10)  -0.022
N (1.95, -0.03, -1.52)  0.487
N (-0.90, 1.25, 1.41)  -0.156
N (-0.42, 2.34, -1.04)  0.154
O (1.17, -1.07, 2.34)  -0.814
O (-1.13, 0.54, 2.63)  -0.532
O (-0.06, 2.76, -2.34)  -0.369
O (1.75, 0.42, -2.73)  -0.707
C (2.55, -1.16, -1.05)  0.611
C (2.31, -1.59, 0.31)  0.479
C (-1.83, 2.09, 0.91)  0.563
C (-1.59, 2.64, -0.44)  0.738
C (2.85, -2.78, 0.94)  -1.534
H (2.03, -3.40, 1.30)  0.286
H (3.46, -2.46, 1.79)  0.315
H (3.46, -3.32, 0.23)  0.422
C (3.35, -1.79, -2.09)  -1.687
H (4.05, -1.04, -2.47)  0.338
H (2.70, -2.10, -2.90)  0.291
H (3.87, -2.62, -1.66)  0.443
C (-3.01, 2.46, 1.69)  -1.632
C (-2.50, 3.53, -1.13)  -1.724
H (-2.82, 2.28, 2.75)  0.450
H (-3.85, 1.86, 1.34)  0.340
H (-3.20, 3.51, 1.49)  0.451
H (-2.34, 3.48, -2.21)  0.475
H (-2.31, 4.54, -0.76)  0.350
H (-3.50, 3.22, -0.86)  0.457
H (-0.32, -0.07, 2.70)  0.345
H (0.86, 2.38, -2.50)  0.382
C (3.33, 3.62, -1.79)  -0.250
H (3.56, 2.56, -1.55)  0.054
H (2.33, 3.87, -1.39)  0.113
H (4.11, 4.29, -1.34)  0.379
O (1.91, 2.00, 1.71)  -0.685
H (0.93, 2.09, 1.85)  0.443
H (2.12, 1.03, 1.78)  0.474
N (-0.90, -0.74, -0.97)  -0.596
C (-1.45, -1.60, -0.39)  0.610
C (-2.12, -2.62, 0.27)  0.506
C (-1.88, -2.75, 1.65)  -0.222
C (-2.54, -3.76, 2.32)  -0.701
C (-3.41, -4.62, 1.64)  -0.417
C (-3.62, -4.46, 0.26)  -0.552
C (-2.98, -3.46, -0.45)  -0.540
H (-1.19, -2.07, 2.15)  0.369
H (-2.36, -3.87, 3.39)  0.425
H (-3.92, -5.41, 2.19)  0.395
H (-4.30, -5.13, -0.27)  0.410
H (-3.12, -3.31, -1.52)  0.474

---

Below is a structure of composition C28H62F6O17P3Pb, with properties calculated with the ωB97M-V functional and the def2-TZVPD basis.

As for the charge: -1. Its electronic energy is -4199.58577 hartree.

Last column: Mulliken charge in e.
Atoms and positions in Å:
Pb (-5.88, 4.43, 10.13)  2.796
C (-8.92, 3.36, 8.83)  -0.791
O (-9.89, 4.40, 8.96)  -0.104
O (-7.73, 3.87, 8.41)  -0.652
C (-8.87, 2.41, 10.08)  0.680
F (-8.75, 1.12, 9.71)  -0.278
F (-7.85, 2.63, 10.93)  -0.247
F (-10.00, 2.48, 10.84)  -0.360
C (-11.03, 4.23, 8.19)  -0.531
C (-11.82, 5.54, 8.10)  -1.045
H (-12.76, 5.33, 7.59)  0.347
H (-11.98, 5.69, 9.17)  0.106
H (-11.28, 6.42, 7.75)  0.296
H (-11.68, 3.40, 8.52)  0.328
H (-10.83, 3.79, 7.20)  0.498
H (-9.28, 2.66, 8.05)  0.271
C (-5.80, 8.09, 9.46)  0.590
O (-6.74, 8.99, 8.82)  -0.269
O (-6.45, 6.91, 9.64)  -0.269
C (-4.36, 8.18, 8.80)  0.512
F (-3.68, 9.23, 9.27)  -0.316
F (-3.61, 7.08, 9.08)  -0.223
F (-4.41, 8.16, 7.45)  -0.273
C (-6.94, 10.20, 9.49)  0.020
C (-8.12, 11.02, 8.94)  -1.364
H (-7.73, 11.33, 7.97)  0.306
H (-9.01, 10.41, 8.87)  0.319
H (-8.22, 11.89, 9.59)  0.372
H (-6.06, 10.85, 9.41)  0.303
H (-7.03, 10.10, 10.58)  0.078
H (-5.59, 8.43, 10.48)  -0.663
C (-1.99, 5.10, 12.72)  -1.324
C (-2.99, 3.95, 12.68)  -0.501
O (-4.12, 4.22, 11.94)  -0.244
H (-1.56, 5.08, 11.71)  0.195
H (-1.11, 4.81, 13.31)  0.376
H (-2.44, 6.07, 12.93)  0.199
H (-3.21, 3.60, 13.70)  0.272
H (-2.38, 3.09, 12.33)  0.031
C (-6.26, 7.28, 5.27)  -1.546
C (-5.89, 5.93, 5.93)  0.663
O (-4.54, 5.85, 6.31)  -0.297
P (-3.94, 4.52, 6.90)  -0.689
O (-4.47, 4.11, 8.22)  1.053
O (-2.35, 4.82, 6.88)  -0.351
C (-1.67, 5.57, 5.88)  -0.193
C (-0.60, 4.74, 5.28)  -1.323
O (-4.05, 3.37, 5.77)  -0.429
C (-5.22, 2.54, 5.71)  1.010
C (-5.44, 2.12, 4.26)  -1.833
H (-5.38, 7.90, 5.17)  0.271
H (-6.66, 7.13, 4.26)  0.450
H (-7.10, 7.68, 5.82)  0.301
H (-6.43, 5.80, 6.88)  -0.169
H (-6.19, 5.15, 5.22)  0.179
H (-2.37, 5.83, 5.08)  0.231
H (-1.35, 6.50, 6.36)  0.349
H (-0.95, 3.87, 4.71)  0.250
H (0.01, 5.22, 4.52)  0.399
H (-0.01, 4.34, 6.11)  0.284
H (-5.05, 1.65, 6.30)  0.046
H (-6.02, 3.05, 6.25)  -0.162
H (-5.11, 2.99, 3.67)  0.470
H (-4.85, 1.24, 4.02)  0.374
H (-6.46, 1.83, 4.04)  0.374
C (-6.06, 3.80, 15.69)  -1.380
C (-7.25, 3.69, 14.74)  0.597
O (-7.87, 4.99, 14.73)  -0.298
P (-8.21, 5.74, 13.36)  -0.461
O (-7.53, 5.18, 12.17)  0.977
O (-7.75, 7.23, 13.69)  -0.438
C (-6.42, 7.62, 13.35)  0.605
C (-6.30, 9.15, 13.40)  -1.252
O (-9.78, 5.87, 13.29)  -0.370
C (-10.67, 4.74, 13.34)  0.024
C (-11.89, 5.07, 12.52)  -1.116
H (-5.20, 4.23, 15.19)  0.175
H (-6.44, 4.41, 16.51)  0.405
H (-5.78, 2.83, 16.10)  0.416
H (-7.01, 3.40, 13.72)  -0.256
H (-7.94, 2.96, 15.17)  0.312
H (-5.77, 7.33, 14.19)  0.163
H (-5.99, 7.15, 12.47)  -0.163
H (-5.61, 9.40, 14.20)  0.332
H (-6.00, 9.66, 12.49)  0.253
H (-7.30, 9.48, 13.69)  0.287
H (-10.25, 3.76, 13.08)  0.200
H (-10.92, 4.76, 14.40)  0.288
H (-12.65, 4.29, 12.63)  0.395
H (-12.35, 6.03, 12.72)  0.377
H (-11.62, 4.98, 11.46)  -0.020
C (-1.09, 1.43, 9.83)  -1.719
C (-2.41, 2.05, 9.43)  1.082
O (-3.19, 1.11, 8.64)  -0.433
P (-4.60, 0.78, 9.24)  -0.805
O (-5.47, 1.88, 9.68)  1.386
O (-5.19, -0.15, 8.06)  -0.425
C (-6.53, -0.54, 8.09)  -0.042
C (-7.42, 0.30, 7.19)  -0.732
O (-4.22, -0.21, 10.45)  -0.313
C (-5.15, -0.51, 11.52)  -0.316
C (-5.24, 0.70, 12.49)  -0.324
H (-0.39, 2.18, 10.19)  0.361
H (-1.06, 0.51, 10.42)  0.355
H (-0.66, 0.97, 8.93)  0.429
H (-2.92, 2.49, 10.30)  -0.360
H (-2.20, 2.91, 8.79)  -0.095
H (-6.58, -1.53, 7.62)  0.430
H (-6.94, -0.60, 9.10)  -0.061
H (-7.12, 0.25, 6.14)  0.346
H (-8.47, 0.01, 7.25)  0.440
H (-7.42, 1.36, 7.43)  -0.243
H (-6.16, -0.73, 11.18)  0.109
H (-4.77, -1.30, 12.16)  0.404
H (-6.29, 0.78, 12.79)  0.242
H (-4.59, 0.53, 13.35)  0.449
H (-4.91, 1.63, 12.03)  -0.375